## i
A single C4H7ClN2 molecule. Source: OMol25; level of theory: ωB97M-V/def2-TZVPD.

Results
Gap between HOMO and LUMO   0.3861 Ha
Molar mass   118.6 g mol⁻¹
Total charge   0
E_HOMO   -9.38 eV
SMILES   C=NN1C[C@H]1CCl

```
14
C4H7ClN2 ωB97M-V/def2-TZVPD
Cl 3.52375 -0.07995 -0.23254
N -0.52902 0.07851 0.32456
N -1.68189 0.09300 -0.54521
C 0.76679 0.11200 -0.42337
C 0.14554 1.35901 0.14657
C 1.89608 -0.62582 0.26693
C -2.62842 -0.65424 -0.07789
H 1.84754 -1.68659 0.04625
H 1.84770 -0.57780 1.34938
H 0.75720 -0.04118 -1.51124
H -0.29597 2.09291 -0.52495
H 0.45651 1.87982 1.05061
H -2.61464 -1.20424 0.87001
H -3.49117 -0.74544 -0.73912
```

## ii
A single C4H7ClN2 molecule. Source: OMol25; level of theory: ωB97M-V/def2-TZVPD.

Results
Gap between HOMO and LUMO   0.3514 Ha
Molar mass   118.6 g mol⁻¹
Total charge   0
E_HOMO   -8.80 eV
SMILES   C=C(/C=N/N)CCl

```
14
C4H7ClN2 ωB97M-V/def2-TZVPD
Cl -2.36294 -1.55355 -0.38114
N 1.20139 -0.88328 0.22616
N 2.51162 -1.21166 -0.01507
C -0.67107 0.56600 0.00924
C 0.72543 0.17245 -0.33763
C -1.53035 -0.40451 0.73763
C -1.06090 1.82173 -0.20522
H -0.82187 -0.99052 1.29755
H 2.68861 -2.21817 -0.16304
H -2.05529 2.12467 0.07240
H 2.89172 -0.73340 -0.82684
H -0.48437 2.50261 -0.78551
H -2.24508 0.07775 1.45340
H 1.21309 0.72987 -1.08193
```

## iii
A single C4H7ClN2 molecule. Source: OMol25; level of theory: ωB97M-V/def2-TZVPD.

Results
Gap between HOMO and LUMO (alpha / beta)   0.2533 / 0.3155 Ha
Molar mass   118.6 g mol⁻¹
Total charge   0
E_HOMO (alpha / beta)   -6.92 / -7.89 eV

```
14
C4H7ClN2 ωB97M-V/def2-TZVPD
Cl -0.27373 2.60930 0.12388
N 1.47065 -1.01229 -0.71377
N -0.44996 -0.07314 0.59504
C -1.72837 0.06316 -0.20821
C 0.41276 -1.17993 0.30292
C 1.95181 0.14058 -0.92871
C 0.12244 1.15073 0.89623
H -0.05185 -2.09276 0.02004
H -2.36314 0.91354 0.33393
H 0.81661 -1.36787 1.24283
H 2.81292 0.32213 -1.63134
H -1.45962 0.38566 -1.33916
H 1.06542 1.10323 1.55468
H -2.32594 -0.96233 -0.24837
```

## iv
A single C4H7ClN2 molecule. Source: OMol25; level of theory: ωB97M-V/def2-TZVPD.

Results
Gap between HOMO and LUMO   0.3742 Ha
Molar mass   118.6 g mol⁻¹
Total charge   0
E_HOMO   -9.79 eV
SMILES   C[C@H]1N=N[C@@]1(C)Cl

```
14
C4H7ClN2 ωB97M-V/def2-TZVPD
Cl -1.00831 1.61338 -1.31823
N 2.00743 1.09187 0.31411
N 1.11357 1.98451 0.32106
C -0.02745 1.11707 0.13979
C 0.92617 -0.01384 0.08318
C 1.15990 -0.71282 -1.23868
C -1.00410 1.04007 1.32690
H -0.77568 0.28639 2.01128
H 2.16477 -1.14352 -1.13537
H 0.36192 -1.31402 -1.58232
H -1.19182 1.98833 1.86783
H 1.24882 0.05913 -1.91678
H 0.79183 -0.67346 0.88214
H -2.02936 0.81376 0.90487
```

Which is most stable, and by how much? ii, by 16.4 kcal/mol.